A cluster of 2 separate species, C3H12N2O2 in total at a distorted geometry, computed with ωB97M-V/def2-TZVPD.

Values from the calculation:
- F_max: 2.3 eV Å⁻¹
- Frontier orbital gap: 9.31 eV
- Total charge: 0
- E_HOMO: -8.45 eV
- Multiplicity: 1
- Electronic energy: -381.43058 Eh
- Energy above the lowest of the compared OMol25 structures with the same formula, charge and spin: 2.295 eV
- LUMO: 0.860 eV

Geometry (Å):
1 N 0.846 1.771 1.066
2 C 1.545 0.960 0.008
3 C 1.350 -0.537 0.278
4 N -0.067 -0.977 0.331
5 C -1.011 -1.696 -0.482
6 O -2.258 -1.073 -0.244
7 H 1.521 2.525 1.217
8 H 1.014 1.218 1.904
9 H 2.630 1.097 0.065
10 H 1.120 1.193 -0.971
11 H 1.864 -1.155 -0.444
12 H 1.579 -0.678 1.339
13 H -0.600 -0.425 0.987
14 H -0.794 -1.769 -1.561
15 H -1.002 -2.762 -0.198
16 H -2.894 -1.613 -0.695
17 O -1.590 1.620 -1.159
18 H -2.173 1.498 -0.416
19 H -1.080 0.803 -1.026

***

An isolated molecule of C10H11N3O2 at a distorted geometry, computed with ωB97M-V/def2-TZVPD.

Values from the calculation:
- F_max: 6.0 eV Å⁻¹
- Frontier orbital gap (alpha / beta): 7.04 / 5.06 eV
- Total charge: 0
- E_HOMO (alpha / beta): -6.96 / -7.90 eV
- Multiplicity: 3
- Electronic energy: -702.18029 Eh
- Energy above the lowest of the compared OMol25 structures with the same formula, charge and spin: 2.908 eV
- LUMO (alpha / beta): 0.074 / -2.846 eV

Geometry (Å):
1 C 0.734 0.298 2.116
2 C 0.423 1.463 1.275
3 C 0.786 -1.103 0.114
4 C 0.464 2.788 1.777
5 C 0.326 3.851 0.925
6 C 0.136 3.556 -0.378
7 C -0.054 2.211 -0.835
8 C -0.451 1.973 -2.367
9 C 0.013 -1.956 -1.980
10 C -1.524 -1.855 0.007
11 N 0.176 1.226 -0.044
12 N 0.703 -0.855 1.450
13 N -0.152 -1.671 -0.515
14 O -0.151 0.891 -2.856
15 O -0.993 3.007 -2.811
16 H 1.004 0.466 3.201
17 H 0.834 2.842 2.785
18 H 0.348 4.883 1.249
19 H 0.040 4.471 -1.094
20 H -0.024 -0.895 -2.508
21 H 1.074 -2.268 -2.171
22 H -0.804 -2.439 -2.355
23 H -2.163 -0.994 -0.392
24 H -1.918 -2.893 -0.297
25 H -1.529 -1.769 1.159
26 H 1.091 -1.705 1.818

***

An isolated molecule of C8H18NO3P at a distorted geometry, computed with ωB97M-V/def2-TZVPD.

Values from the calculation:
- F_max: 4.4 eV Å⁻¹
- Frontier orbital gap: 10.43 eV
- Total charge: 0
- E_HOMO: -10.05 eV
- Multiplicity: 1
- Electronic energy: -937.25410 Eh
- Energy above the lowest of the compared OMol25 structures with the same formula, charge and spin: 6.330 eV
- LUMO: 0.371 eV

Geometry (Å):
1 C -4.262 0.021 -1.127
2 C -2.959 0.796 -0.793
3 C -1.965 -0.142 -0.147
4 C -0.635 0.450 0.219
5 C 0.316 -0.534 1.115
6 P -0.100 -2.309 0.752
7 C 1.734 -0.063 1.034
8 C 2.430 -0.334 -0.276
9 C 3.920 0.227 -0.244
10 O 4.527 0.517 -1.434
11 N -0.996 1.628 1.010
12 O -0.707 2.728 0.648
13 O -1.391 1.365 2.114
14 H -4.418 0.150 -2.163
15 H -4.104 -1.041 -0.878
16 H -5.092 0.438 -0.608
17 H -2.859 1.697 -0.096
18 H -2.537 1.364 -1.616
19 H -2.460 -0.539 0.845
20 H -1.752 -1.044 -0.703
21 H -0.034 0.875 -0.635
22 H -0.167 -0.445 2.089
23 H 1.166 -2.792 1.303
24 H 0.626 -2.380 -0.479
25 H 1.713 0.997 1.445
26 H 2.332 -0.692 1.715
27 H 2.070 0.021 -1.294
28 H 2.559 -1.328 -0.438
29 H 3.766 1.117 0.330
30 H 4.613 -0.357 0.268
31 H 4.668 -0.390 -1.954

***

- multiplicity of number 3 (C8H18NO3P)?
  1

***

Repeat the third record exactly.
An isolated molecule of C8H18NO3P at a distorted geometry, computed with ωB97M-V/def2-TZVPD.

Values from the calculation:
- F_max: 4.4 eV Å⁻¹
- Frontier orbital gap: 10.43 eV
- Total charge: 0
- E_HOMO: -10.05 eV
- Multiplicity: 1
- Electronic energy: -937.25410 Eh
- Energy above the lowest of the compared OMol25 structures with the same formula, charge and spin: 6.330 eV
- LUMO: 0.371 eV

Geometry (Å):
1 C -4.262 0.021 -1.127
2 C -2.959 0.796 -0.793
3 C -1.965 -0.142 -0.147
4 C -0.635 0.450 0.219
5 C 0.316 -0.534 1.115
6 P -0.100 -2.309 0.752
7 C 1.734 -0.063 1.034
8 C 2.430 -0.334 -0.276
9 C 3.920 0.227 -0.244
10 O 4.527 0.517 -1.434
11 N -0.996 1.628 1.010
12 O -0.707 2.728 0.648
13 O -1.391 1.365 2.114
14 H -4.418 0.150 -2.163
15 H -4.104 -1.041 -0.878
16 H -5.092 0.438 -0.608
17 H -2.859 1.697 -0.096
18 H -2.537 1.364 -1.616
19 H -2.460 -0.539 0.845
20 H -1.752 -1.044 -0.703
21 H -0.034 0.875 -0.635
22 H -0.167 -0.445 2.089
23 H 1.166 -2.792 1.303
24 H 0.626 -2.380 -0.479
25 H 1.713 0.997 1.445
26 H 2.332 -0.692 1.715
27 H 2.070 0.021 -1.294
28 H 2.559 -1.328 -0.438
29 H 3.766 1.117 0.330
30 H 4.613 -0.357 0.268
31 H 4.668 -0.390 -1.954

***

- What is the formula in the first record?
  C3H12N2O2

***

What did the third record say?
An isolated molecule of C8H18NO3P at a distorted geometry, computed with ωB97M-V/def2-TZVPD.

Values from the calculation:
- F_max: 4.4 eV Å⁻¹
- Frontier orbital gap: 10.43 eV
- Total charge: 0
- E_HOMO: -10.05 eV
- Multiplicity: 1
- Electronic energy: -937.25410 Eh
- Energy above the lowest of the compared OMol25 structures with the same formula, charge and spin: 6.330 eV
- LUMO: 0.371 eV

Geometry (Å):
1 C -4.262 0.021 -1.127
2 C -2.959 0.796 -0.793
3 C -1.965 -0.142 -0.147
4 C -0.635 0.450 0.219
5 C 0.316 -0.534 1.115
6 P -0.100 -2.309 0.752
7 C 1.734 -0.063 1.034
8 C 2.430 -0.334 -0.276
9 C 3.920 0.227 -0.244
10 O 4.527 0.517 -1.434
11 N -0.996 1.628 1.010
12 O -0.707 2.728 0.648
13 O -1.391 1.365 2.114
14 H -4.418 0.150 -2.163
15 H -4.104 -1.041 -0.878
16 H -5.092 0.438 -0.608
17 H -2.859 1.697 -0.096
18 H -2.537 1.364 -1.616
19 H -2.460 -0.539 0.845
20 H -1.752 -1.044 -0.703
21 H -0.034 0.875 -0.635
22 H -0.167 -0.445 2.089
23 H 1.166 -2.792 1.303
24 H 0.626 -2.380 -0.479
25 H 1.713 0.997 1.445
26 H 2.332 -0.692 1.715
27 H 2.070 0.021 -1.294
28 H 2.559 -1.328 -0.438
29 H 3.766 1.117 0.330
30 H 4.613 -0.357 0.268
31 H 4.668 -0.390 -1.954